(1)
An isolated molecule of C11H15N, computed with the ωB97M-V functional and the def2-TZVPD basis.

XYZ file:
```
27
Properties=species:S:1:pos:R:3:lowdin_charge:R:1
C -1.756 0.374 -1.554 -0.088
C -1.413 -0.649 -2.305 -0.129
C -2.126 0.074 -0.186 -0.115
C -0.969 -1.929 -1.864 -0.138
C 1.044 0.052 -0.303 -0.227
C -1.315 0.002 0.827 -0.066
C 0.047 -2.071 -0.995 -0.142
C 0.178 0.319 0.981 -0.453
C 2.167 1.032 -0.658 -0.006
C 0.872 -0.505 1.988 -0.072
C 0.239 1.785 1.531 -0.022
N 1.073 -1.093 -0.921 0.106
H -2.220 1.250 -1.941 0.100
H -1.170 -0.606 -3.382 0.122
H -3.142 0.073 0.245 0.126
H -1.352 -2.868 -2.256 0.104
H -1.750 -0.290 1.721 0.092
H 0.398 -3.086 -0.619 0.127
H 1.938 2.060 -0.644 0.063
H 2.465 0.833 -1.624 0.055
H 2.868 0.830 0.094 0.071
H 1.812 -0.139 2.147 0.045
H 0.896 -1.577 1.875 0.085
H 0.473 -0.262 3.088 0.142
H 1.316 2.176 1.601 0.120
H -0.292 1.948 2.374 0.045
H -0.281 2.265 0.781 0.057
```

Output
SMILES = C/C1=N/C=C\C=C/C=C\C1(C)C
energy relative to the best compared isomer or geometry (same formula, charge and spin) = 4.602 eV


(2)
C3H6Br2S as an isolated structure, computed with the ωB97M-V functional and the def2-TZVPD basis.

XYZ file:
```
12
Properties=species:S:1:pos:R:3:lowdin_charge:R:1
C 1.529 -1.390 -0.696 -0.200
C -0.644 1.290 1.969 -0.548
C 1.094 -0.049 -1.226 -1.364
S 1.588 1.309 -0.632 0.713
Br -1.848 -0.224 2.170 0.511
Br 0.039 -0.078 -2.773 0.700
H 0.585 -1.781 -0.200 0.103
H 1.920 -1.983 -1.496 0.062
H 2.257 -1.349 0.086 0.060
H -1.184 1.993 1.271 0.035
H -0.604 1.784 2.915 0.000
H 0.276 1.006 1.480 -0.073
```

Output
energy relative to the best compared isomer or geometry (same formula, charge and spin) = 0.438 eV


(3)
A 2-piece molecular cluster, C27H29BF6O4S overall, computed with the ωB97M-V functional and the def2-TZVPD basis.

XYZ file:
```
68
Properties=species:S:1:pos:R:3:lowdin_charge:R:1
C -6.008 -3.138 -3.637 -0.036
O -4.986 -3.976 -3.048 -0.046
C -3.688 -3.623 -3.234 -0.220
C -2.698 -4.434 -2.624 0.032
C -1.428 -3.937 -2.464 -0.008
C -1.093 -2.649 -2.966 -0.206
C 0.094 -1.953 -2.509 0.004
O 0.712 -1.118 -3.313 -0.050
C 2.009 -1.438 -3.869 0.021
C -2.024 -1.958 -3.769 0.024
C -3.292 -2.459 -3.940 0.014
H -6.952 -3.580 -3.320 0.100
H -5.924 -2.107 -3.270 0.103
H -5.938 -3.139 -4.732 0.101
H -3.014 -5.386 -2.204 0.135
H -0.678 -4.518 -1.930 0.136
H 0.686 -2.358 -1.675 0.154
H 2.160 -0.698 -4.656 0.110
H 2.769 -1.356 -3.083 0.108
H 2.038 -2.446 -4.304 0.107
H -1.744 -1.005 -4.211 0.139
H -4.019 -1.906 -4.535 0.116
C 1.866 2.591 7.021 -0.135
C 1.253 2.429 5.685 -0.610
C 0.370 3.293 5.066 -0.147
C 0.023 2.901 3.728 -0.132
C 0.642 1.734 3.348 -0.365
B 0.535 1.016 1.907 -0.963
C 1.660 1.794 1.005 -0.039
C 2.941 1.274 0.939 0.049
C 3.846 1.836 0.045 -0.117
C 5.205 1.225 -0.099 -0.522
F 6.160 2.158 -0.391 0.112
F 5.603 0.580 1.038 0.116
F 5.229 0.297 -1.110 0.099
C 3.501 2.917 -0.753 0.034
C 2.229 3.448 -0.623 -0.113
C 1.806 4.607 -1.475 -0.520
F 0.723 4.285 -2.255 0.105
F 1.431 5.681 -0.708 0.116
F 2.790 5.034 -2.315 0.110
C 1.306 2.912 0.275 0.051
O 0.866 -0.365 2.100 -0.016
C 0.240 -1.316 1.277 -0.138
C -1.272 -1.008 1.020 -0.505
C -1.690 -1.835 -0.149 -0.066
C -2.097 -1.344 2.238 -0.022
C -1.467 0.479 0.617 -0.140
O -0.791 1.355 1.486 0.000
S 1.590 1.063 4.650 1.060
H 1.475 3.491 7.504 0.073
H 1.649 1.726 7.656 0.068
H 2.953 2.697 6.932 0.071
H -0.006 4.193 5.543 0.096
H -0.634 3.478 3.085 0.104
H 3.237 0.445 1.578 0.133
H 4.211 3.335 -1.454 0.126
H 0.324 3.369 0.396 0.138
H 0.799 -1.351 0.320 0.114
H 0.345 -2.299 1.768 0.136
H -2.724 -1.663 -0.468 0.112
H -1.047 -1.515 -0.979 0.033
H -1.528 -2.904 0.019 0.104
H -3.153 -1.157 2.016 0.089
H -1.959 -2.402 2.486 0.089
H -1.775 -0.718 3.079 0.108
H -1.110 0.670 -0.416 0.130
H -2.537 0.742 0.660 0.135
```

Output
energy relative to the best compared isomer or geometry (same formula, charge and spin) = 0.000 eV


(4)
An isolated molecule of C3H3N3O, computed with the ωB97M-V functional and the def2-TZVPD basis.

XYZ file:
```
10
Properties=species:S:1:pos:R:3:lowdin_charge:R:1
C 0.966 -0.369 1.441 -0.182
C -1.047 -0.092 -0.054 0.028
C -0.852 0.326 -1.402 -0.188
H 0.348 -0.272 2.411 0.161
H -1.819 -0.251 0.665 0.104
H -1.614 0.807 -2.138 0.127
N 0.330 -0.171 0.186 -0.166
N 0.395 0.604 -1.720 0.006
N 1.163 0.214 -0.744 0.062
O 2.130 -0.797 1.355 0.047
```

Output
SMILES = O=Cn1ccnn1
energy relative to the best compared isomer or geometry (same formula, charge and spin) = 2.873 eV


(5)
An isolated molecule of C4H6N4, computed with the ωB97M-V functional and the def2-TZVPD basis.

XYZ file:
```
14
Properties=species:S:1:pos:R:3:lowdin_charge:R:1
C -0.725 -0.171 -0.841 -0.376
C -0.539 -1.061 0.383 -0.104
C 1.929 -0.108 1.173 -0.105
C 0.574 0.443 -0.488 -0.278
H -1.974 1.386 -0.035 0.120
H -1.744 1.074 -1.780 0.127
H -0.688 -0.628 -1.795 0.141
H -0.650 -2.165 0.336 0.129
H -1.226 -0.645 1.186 0.141
H 2.205 -0.461 2.143 0.103
N -1.818 0.667 -0.787 0.029
N 0.755 -0.560 0.493 0.002
N 2.396 0.926 0.512 0.005
N 1.505 1.303 -0.500 0.065
```

Output
SMILES = N[C@@H]1Cn2cnnc21
energy relative to the best compared isomer or geometry (same formula, charge and spin) = 3.446 eV


(6)
An isolated molecule of C22H19F2NO2S, computed with the ωB97M-V functional and the def2-TZVPD basis.

XYZ file:
```
47
Properties=species:S:1:pos:R:3:lowdin_charge:R:1
O -1.432 -0.135 -1.943 -0.032
C -1.735 -1.087 -1.240 -0.468
N -2.970 -1.650 -1.293 0.071
H -3.206 -2.368 -0.628 0.121
C -4.063 -1.006 -1.979 -0.130
H -3.620 -0.271 -2.655 0.131
H -4.624 -1.747 -2.555 0.124
C -5.023 -0.287 -1.015 -0.162
H -5.362 -0.970 -0.226 0.118
H -5.896 0.054 -1.577 0.131
O -4.469 0.893 -0.481 -0.013
C -3.502 0.831 0.475 -0.206
C -2.674 1.954 0.595 -0.210
C -1.670 2.027 1.536 -0.028
C -1.464 0.961 2.397 -0.097
C -2.282 -0.148 2.314 -0.088
C -3.294 -0.213 1.370 -0.027
H -3.924 -1.089 1.343 0.109
H -2.136 -0.981 2.986 0.108
H -0.674 1.001 3.130 0.105
H -1.056 2.913 1.574 0.121
F -2.873 2.997 -0.229 0.090
C -0.777 -1.651 -0.270 -0.158
C -0.924 -2.901 0.323 -0.035
C -0.019 -3.351 1.263 -0.082
C 1.053 -2.544 1.616 -0.066
C 1.228 -1.311 1.024 -0.066
C 0.326 -0.844 0.071 -0.405
S 0.502 0.701 -0.727 1.057
C 1.817 1.537 0.266 -0.384
C 3.206 1.038 0.023 -0.316
C 3.627 0.737 -1.268 -0.044
C 4.911 0.286 -1.508 0.002
C 5.776 0.142 -0.438 -0.279
C 5.390 0.438 0.855 -0.006
C 4.100 0.886 1.077 -0.053
H 3.789 1.124 2.085 0.117
H 6.090 0.317 1.667 0.117
F 7.032 -0.300 -0.662 0.052
H 5.245 0.048 -2.505 0.118
H 2.932 0.851 -2.087 0.100
H 1.544 1.499 1.320 0.073
H 1.730 2.570 -0.078 0.086
H 2.090 -0.724 1.290 0.084
H 1.768 -2.887 2.349 0.108
H -0.140 -4.325 1.712 0.102
H -1.737 -3.549 0.031 0.109
```

Output
energy = -1652.9034 hartree
SMILES = O=C(NCCOc1ccccc1F)c1ccccc1SCc1ccc(F)cc1


(7)
A 5-piece molecular cluster, C41H67F9N2O7S overall, computed with the ωB97M-V functional and the def2-TZVPD basis.

XYZ file:
```
127
Properties=species:S:1:pos:R:3:lowdin_charge:R:1
N -7.360 -1.868 -1.053 0.181
C -6.488 -1.057 -0.798 -0.163
O -5.144 -0.529 -0.785 0.016
C -4.389 -1.071 0.305 -0.075
C -3.605 -0.133 1.061 -0.026
C -3.559 1.439 0.813 -0.041
C -2.809 1.719 -0.720 -0.154
C -1.173 1.292 -0.771 0.001
O -2.374 0.475 -1.472 -0.217
C -2.710 -0.717 2.256 -0.196
O -2.458 -0.125 3.335 0.085
C -2.096 -2.199 1.997 -0.045
C -0.659 -2.558 2.597 -0.136
C -0.801 -3.549 3.860 -0.089
C 0.279 -3.306 5.025 -0.374
N 1.489 -2.463 4.931 0.072
O 0.063 -3.891 6.136 0.033
C -2.876 -3.163 1.257 -0.088
S -2.362 -4.901 0.918 0.866
O -3.302 -5.425 -0.164 -0.303
O -2.518 -5.796 2.121 -0.289
C -0.636 -5.097 0.239 -0.304
F 0.226 -5.334 1.378 0.032
F -0.306 -3.916 -0.483 0.056
C -0.498 -6.457 -0.658 -0.208
F -1.095 -6.311 -1.940 0.101
F -1.214 -7.482 0.064 0.069
C 1.014 -6.988 -0.787 -0.170
F 0.996 -7.971 -1.847 0.077
F 1.451 -7.724 0.371 0.094
C 2.098 -5.889 -1.232 -0.275
F 3.202 -6.625 -1.795 0.079
F 2.674 -5.172 -0.129 0.087
F 1.655 -5.028 -2.274 0.109
C -4.318 -2.596 0.758 -0.184
O -5.271 -3.408 0.815 0.104
H -4.577 1.955 0.766 0.124
H -2.820 1.919 1.537 0.116
H -3.147 2.698 -1.335 0.163
H -0.827 1.749 -1.757 0.102
H -0.831 0.305 -0.316 0.119
H 0.103 -2.898 1.806 0.114
H -0.231 -1.565 3.019 0.116
H -0.797 -4.663 3.607 0.108
H -1.834 -3.318 4.335 0.148
H 1.267 -1.451 4.973 0.090
H 2.065 -2.686 4.105 0.083
C 1.961 7.382 -2.851 -0.103
C 1.656 6.961 -1.420 -0.270
C 1.771 5.451 -1.201 -0.228
C 0.794 4.597 -2.013 -0.223
C -0.686 4.915 -1.799 -0.262
C -1.147 4.677 -0.367 -0.117
H 1.252 6.948 -3.560 0.068
H 1.897 8.470 -2.944 0.058
H 2.970 7.077 -3.141 0.079
H 0.661 7.317 -1.135 0.089
H 2.364 7.463 -0.752 0.102
H 1.637 5.240 -0.134 0.099
H 2.791 5.134 -1.443 0.108
H 0.970 3.542 -1.768 0.093
H 1.023 4.696 -3.080 0.105
H -1.278 4.279 -2.467 0.097
H -0.904 5.947 -2.089 0.103
H -0.982 3.638 -0.074 0.037
H -2.217 4.889 -0.276 0.073
H -0.621 5.323 0.340 0.073
C -1.761 12.487 0.122 -0.114
C -1.032 11.492 -0.770 -0.271
C -0.241 10.445 0.016 -0.228
C 0.890 11.000 0.887 -0.225
C 1.947 11.818 0.144 -0.269
C 2.703 11.010 -0.903 -0.112
H -1.066 13.070 0.730 0.066
H -2.336 13.190 -0.488 0.070
H -2.457 11.973 0.791 0.075
H -0.377 12.030 -1.463 0.099
H -1.773 10.974 -1.390 0.105
H 0.168 9.712 -0.689 0.084
H -0.931 9.888 0.659 0.110
H 1.381 10.160 1.393 0.109
H 0.465 11.620 1.685 0.101
H 2.667 12.200 0.875 0.105
H 1.494 12.696 -0.326 0.099
H 3.204 10.153 -0.445 0.072
H 3.465 11.632 -1.380 0.072
H 2.037 10.643 -1.687 0.056
C -1.559 -10.249 -1.674 -0.109
C -1.855 -10.687 -0.246 -0.269
C -1.721 -12.197 -0.040 -0.227
C -2.690 -13.055 -0.860 -0.231
C -4.173 -12.755 -0.640 -0.274
C -4.632 -13.012 0.790 -0.115
H -2.264 -10.685 -2.385 0.070
H -1.636 -9.162 -1.757 0.048
H -0.546 -10.539 -1.968 0.077
H -2.854 -10.346 0.044 0.104
H -1.152 -10.182 0.425 0.098
H -1.850 -12.419 1.025 0.101
H -0.697 -12.499 -0.287 0.109
H -2.501 -14.109 -0.625 0.109
H -2.464 -12.943 -1.926 0.100
H -4.759 -13.392 -1.312 0.104
H -4.402 -11.723 -0.920 0.099
H -4.455 -14.053 1.074 0.075
H -5.703 -12.813 0.883 0.070
H -4.113 -12.367 1.503 0.066
C 6.646 0.874 -1.764 -0.114
C 6.106 2.080 -1.008 -0.273
C 5.978 1.840 0.498 -0.228
C 5.002 0.731 0.900 -0.229
C 3.567 0.914 0.405 -0.271
C 2.896 2.163 0.960 -0.108
H 5.979 0.013 -1.680 0.065
H 6.748 1.111 -2.827 0.071
H 7.631 0.586 -1.386 0.076
H 5.142 2.380 -1.432 0.096
H 6.786 2.924 -1.168 0.105
H 5.682 2.778 0.979 0.101
H 6.966 1.595 0.903 0.110
H 4.995 0.657 1.994 0.109
H 5.377 -0.234 0.540 0.101
H 2.981 0.040 0.710 0.098
H 3.537 0.935 -0.688 0.099
H 2.872 2.139 2.053 0.078
H 1.865 2.228 0.601 0.055
H 3.413 3.073 0.646 0.062
```

Output
energy = -3535.1036 hartree
SMILES = N#COC1=C(C[C@H]2CO2)C(=O)C(CCC(N)=O)=C(S(=O)(=O)C(F)(F)C(F)(F)C(F)(F)C(F)(F)F)C1=O.CCCCCC.CCCCCC.CCCCCC.CCCCCC


(8)
A 3-piece molecular cluster, C25H53BrClIN2O11P3 overall, computed with the ωB97M-V functional and the def2-TZVPD basis.

XYZ file:
```
97
Properties=species:S:1:pos:R:3:lowdin_charge:R:1
C -5.882 -7.337 1.502 -0.072
C -4.806 -6.401 0.673 -0.186
O -4.598 -6.860 -0.740 -0.112
N -4.464 -5.671 -1.410 -0.150
C -3.272 -4.750 -1.248 -0.247
P -1.671 -4.878 -0.214 0.636
O -2.011 -4.405 1.456 -0.412
Br -1.031 -7.086 -0.314 0.274
C -3.653 -3.494 -2.230 -0.099
C -2.897 -2.079 -2.571 -0.171
C -1.332 -2.220 -3.040 -0.208
C -0.463 -1.120 -2.191 -0.230
C -0.937 0.439 -2.381 -0.215
C -0.415 1.428 -1.138 -0.217
C 1.220 1.516 -1.033 -0.162
C 1.758 2.983 -1.615 -0.206
O 2.923 2.732 -2.502 -0.266
C 4.189 3.093 -1.845 -0.126
N -4.978 -3.779 -2.901 -0.519
I -6.119 -2.723 -4.256 0.998
C -5.498 -5.112 -2.410 -0.455
Cl -7.106 -5.846 -2.999 0.597
H -6.946 -6.813 1.373 0.098
H -5.611 -7.220 2.651 0.100
H -5.892 -8.464 1.172 0.097
H -3.756 -6.344 1.196 0.100
H -5.329 -5.334 0.562 0.152
H -1.397 -4.993 1.997 0.075
H -2.887 -1.424 -1.574 0.134
H -3.447 -1.440 -3.383 0.085
H -0.881 -3.306 -2.859 0.108
H -1.288 -1.993 -4.205 0.129
H -0.522 -1.440 -1.050 0.120
H 0.692 -1.223 -2.475 0.123
H -2.110 0.593 -2.413 0.103
H -0.540 0.881 -3.417 0.132
H -0.905 1.060 -0.114 0.115
H -0.881 2.497 -1.388 0.112
H 1.724 0.656 -1.667 0.113
H 1.561 1.499 0.107 0.120
H 2.014 3.712 -0.727 0.127
H 0.924 3.521 -2.261 0.127
H 4.567 4.109 -2.288 0.094
H 4.126 3.163 -0.675 0.099
H 5.041 2.296 -2.080 0.106
O 8.304 8.285 -5.198 -0.232
P 8.441 7.059 -4.263 0.729
O 6.811 6.875 -4.034 -0.239
C 6.061 6.267 -5.072 -0.302
C 6.375 4.788 -5.199 -0.083
O 8.753 7.963 -2.895 -0.226
C 9.267 9.284 -3.034 -0.302
C 8.147 10.310 -3.149 -0.077
O 8.594 5.688 -3.218 -0.209
C 9.609 4.770 -3.599 -0.322
C 10.974 5.421 -3.723 -0.084
H 6.241 6.785 -6.019 0.109
H 5.003 6.390 -4.822 0.118
H 7.378 4.645 -5.610 0.059
H 5.667 4.294 -5.869 0.081
H 6.347 4.293 -4.223 0.071
H 9.960 9.342 -3.877 0.102
H 9.858 9.504 -2.135 0.116
H 7.349 9.995 -3.828 0.070
H 8.539 11.270 -3.496 0.078
H 7.674 10.462 -2.175 0.074
H 9.329 4.298 -4.545 0.098
H 9.644 3.985 -2.837 0.124
H 10.981 6.188 -4.505 0.068
H 11.733 4.675 -3.976 0.084
H 11.257 5.913 -2.787 0.090
O -3.794 -3.204 6.479 -0.233
P -5.321 -3.410 6.325 0.733
O -5.212 -5.036 6.027 -0.247
C -4.992 -5.898 7.130 -0.304
C -6.210 -5.979 8.030 -0.082
O -5.370 -2.899 4.737 -0.230
C -4.334 -2.055 4.244 -0.297
C -3.172 -2.866 3.682 -0.090
O -7.026 -3.641 6.154 -0.207
C -7.815 -2.894 7.070 -0.317
C -7.534 -1.404 7.008 -0.083
H -4.113 -5.570 7.694 0.110
H -4.776 -6.892 6.726 0.118
H -6.345 -5.041 8.576 0.059
H -6.099 -6.779 8.768 0.083
H -7.121 -6.155 7.449 0.087
H -4.005 -1.355 5.016 0.104
H -4.762 -1.445 3.437 0.115
H -2.889 -3.705 4.324 0.073
H -2.295 -2.230 3.534 0.083
H -3.448 -3.301 2.718 0.040
H -7.641 -3.269 8.082 0.100
H -8.866 -3.080 6.826 0.127
H -6.497 -1.182 7.283 0.068
H -8.188 -0.862 7.696 0.086
H -7.687 -1.021 5.994 0.088
```

Output
energy = -6276.7340 hartree
charge = +1


F_max
In order: 0.095 0.048 0.070 0.112 0.113 0.025 0.162 0.192
Unit: hartree/bohr